[1]
Here is a molecular structure, C32H21BrF5N3O2RuS from the OMol25 dataset. Energies are from wB97M-V/def2-TZVPD.

```
66
Properties=species:S:1:pos:R:3
C 0.044 -5.364 -3.738
H 2.427 -7.276 -2.291
C -4.170 5.450 -0.938
C 1.905 -3.505 2.835
C -1.589 1.969 -1.147
H 2.410 1.603 -2.308
N -2.713 4.940 0.740
S 0.012 -1.653 2.043
H -6.281 7.975 -1.523
C -3.627 5.869 0.284
C 3.217 0.503 1.301
H 2.207 3.217 -0.457
H -3.627 7.401 1.806
H 3.900 -1.351 0.432
C 0.131 -4.233 -2.950
C 1.065 -4.206 -1.918
H -0.517 -3.386 -3.126
C -2.685 4.011 -0.175
C 1.790 -6.421 -2.471
N -0.119 0.650 0.184
C 0.865 -6.459 -3.506
F -1.498 -4.208 1.888
H 0.779 -7.337 -4.131
H -2.044 2.118 -2.116
H -5.553 5.856 -2.562
Ru 1.137 -0.985 0.278
H 3.257 -0.689 -1.887
C 1.897 -5.295 -1.673
C -5.135 6.187 -1.621
H 1.818 3.471 2.027
H 2.614 -5.249 -0.864
C -0.745 0.892 -0.974
H -3.763 3.636 -1.977
F 2.765 -2.485 2.939
F -0.625 -6.690 2.444
F 1.933 -7.078 3.246
C -1.182 2.566 1.126
H -1.351 3.211 1.976
C 0.598 -3.272 2.419
C -5.533 7.367 -1.032
H 3.470 0.196 2.309
H -5.343 8.739 0.612
H 0.151 1.232 2.146
C 2.662 2.798 2.182
C 3.084 -0.011 -1.060
C 3.439 -0.391 0.243
F 3.621 -4.970 3.496
Br -1.213 -5.419 -5.144
C -4.994 7.805 0.193
O 1.993 -2.905 -0.124
H 3.561 3.416 2.234
C 0.195 -5.655 2.573
C 2.788 1.814 1.058
N -3.542 4.254 -1.217
C 1.165 -3.021 -1.065
C 2.363 -4.776 3.115
C -0.243 -4.372 2.297
C -0.349 1.476 1.219
H 2.549 2.298 3.143
H -0.554 0.192 -1.776
C -4.042 7.072 0.863
C -1.819 2.837 -0.084
O 0.369 -2.001 -1.228
C 2.642 1.296 -1.296
C 1.503 -5.855 2.984
C 2.527 2.201 -0.257
```

## Properties
energy relative to the best compared isomer or geometry (same formula, charge and spin): 1.8 kcal/mol
HOMO energy (spin up / spin down): -0.3985 / -0.3983 Eh
multiplicity: 2
total charge: +1
LUMO (spin up / spin down): -4.256 / -4.482 eV
frontier orbital gap (spin up / spin down): 6.6 / 6.4 eV


[2]
Here is a molecular structure, C32H22F15GeIrN4OS6Se from the OMol25 dataset. Energies are from wB97M-V/def2-TZVPD.

```
83
Properties=species:S:1:pos:R:3
Se -4.579 -1.318 0.266
S -3.352 1.705 0.703
C 4.474 -2.066 4.442
F 5.287 -3.222 1.147
H -8.003 2.103 -1.106
C 0.048 1.799 1.090
O -2.242 -5.888 -3.841
F 4.395 -3.868 -4.399
C 3.569 -1.057 4.157
F 4.775 -2.351 5.702
H -1.303 3.560 -1.781
F 5.277 3.895 1.089
C 0.286 1.882 -0.403
C -7.529 1.402 -0.443
C -6.029 -0.117 0.195
H -6.560 0.586 -2.894
H -5.318 1.703 -2.287
F 2.703 0.741 -2.478
C -5.796 0.735 -2.134
S -2.464 -3.260 -3.924
S -1.870 -4.841 -1.448
F 3.002 -0.368 5.149
C 3.590 2.807 -1.904
N -6.409 0.686 -0.813
H -0.080 -0.204 1.503
Ir -1.865 -0.146 -0.263
C -1.866 2.709 -1.388
C 4.242 3.626 -0.998
N -0.744 0.588 1.419
C -1.970 -3.114 -1.301
F 2.670 -2.859 -2.642
N -0.961 1.571 -1.147
C 5.768 -1.620 -1.299
H -2.364 2.796 2.574
C -2.201 -4.889 -3.204
C -2.620 3.142 -0.141
F 2.394 0.226 2.621
C -6.878 -0.591 2.491
C 3.351 1.489 -1.564
C 4.845 -3.137 -3.380
H -0.688 1.199 -2.055
F 5.908 -3.760 3.681
H 1.008 1.757 1.607
H -1.991 -0.226 2.859
F 4.477 4.897 -1.298
C -7.836 1.029 0.817
F 6.253 -0.864 -0.298
C 4.377 1.785 0.524
H 0.686 2.856 -0.700
H -2.572 2.396 -2.159
H -6.825 -1.664 2.332
C -2.237 -2.383 -2.457
C 4.642 3.112 0.222
F 4.812 1.355 1.713
Ge 3.261 -0.978 -0.045
C 4.403 -1.839 -1.383
F 7.050 -3.415 -4.135
C 3.711 0.936 -0.345
H -8.633 1.340 1.468
F 7.981 -1.909 -2.076
H -6.016 -0.272 3.073
C -1.561 0.748 2.628
C 3.833 -1.461 1.772
H 0.990 1.100 -0.680
H -3.503 1.562 3.061
C 6.203 -2.907 -3.251
C 5.051 -2.780 3.408
H -0.481 2.671 1.470
C 3.270 -0.783 2.839
C -2.670 1.767 2.390
S -1.756 -2.378 0.202
H -1.998 3.693 0.561
H -7.794 -0.344 3.019
C 6.676 -2.138 -2.200
H -5.056 -0.058 -2.198
H -3.433 3.807 -0.434
S -2.381 -0.690 -2.407
N -6.896 0.099 1.203
C 3.966 -2.602 -2.452
S 1.147 -1.387 -0.148
C 4.719 -2.471 2.098
F 3.187 3.299 -3.077
H -0.957 1.065 3.484
```

## Properties
energy relative to the best compared isomer or geometry (same formula, charge and spin): 60.6 kcal/mol
HOMO energy (spin up / spin down): -0.3676 / -0.3670 Eh
multiplicity: 2
total charge: +1
LUMO (spin up / spin down): -4.234 / -5.202 eV
frontier orbital gap (spin up / spin down): 5.8 / 4.8 eV


[3]
Here is a molecular structure, C32H23AuF5N3O3PS2 from the OMol25 dataset. Energies are from wB97M-V/def2-TZVPD.

```
70
Properties=species:S:1:pos:R:3
C 4.221 -2.811 0.342
Au -0.423 0.840 0.118
O 0.458 -0.763 2.548
H 1.236 -4.414 0.383
C 1.488 -2.297 0.245
F -0.043 1.407 -2.633
C -3.504 1.271 0.439
C 2.442 2.658 -1.424
C -4.678 1.984 0.609
H 4.506 2.727 4.614
H -5.438 -0.410 0.320
C 1.947 -3.600 0.335
H 2.838 4.403 -2.596
S -2.148 -2.354 1.252
H 5.283 -3.011 0.388
C -3.459 4.005 0.243
O -0.376 1.464 2.093
C 3.770 -1.505 0.254
C 3.878 1.861 1.402
C 3.309 -3.857 0.380
C 2.619 1.278 -1.306
C 2.399 -1.251 0.193
C 2.049 1.251 2.832
F -0.747 -0.951 -3.753
C 2.716 1.771 3.924
H 0.425 -2.103 0.242
C -3.436 -0.214 0.592
H -3.394 5.080 0.157
H 2.235 1.741 4.892
H 4.486 -0.692 0.240
S 0.423 0.588 3.057
H 1.891 3.203 -0.665
C 3.862 1.265 -3.360
C -4.524 -4.864 -0.850
P 1.872 0.463 0.113
C -0.370 -0.902 -2.480
H -5.604 1.486 0.856
C -5.651 -4.084 -1.050
H 3.464 -0.489 -2.194
H 5.534 2.813 2.366
C 2.975 3.333 -2.505
H -2.534 -4.933 -0.035
C 3.684 2.634 -3.476
C 2.621 1.282 1.555
H -5.566 3.935 0.646
H -4.494 -5.882 -1.214
F -2.024 0.658 -2.142
N -2.350 1.902 0.192
F 0.940 -1.146 -2.423
N -4.610 -0.923 0.574
C -4.656 3.367 0.508
C -3.476 -3.046 0.315
O 0.014 0.829 4.401
C 3.330 0.581 -2.276
C -2.323 3.230 0.098
H -6.559 -2.155 -0.766
C -3.425 -4.337 -0.185
C -5.687 -2.774 -0.592
C -0.698 0.489 -1.894
F -1.016 -1.853 -1.806
H 3.664 -4.877 0.454
H -1.359 3.680 -0.098
C -4.603 -2.265 0.102
H 4.414 0.723 -4.116
C 3.980 2.326 3.759
H 4.340 1.914 0.425
H -6.506 -4.488 -1.575
N -2.284 -0.726 0.779
C 4.555 2.374 2.502
H 4.099 3.162 -4.324
```

## Properties
energy relative to the best compared isomer or geometry (same formula, charge and spin): 0.0 kcal/mol
HOMO energy: -0.3830 Eh
multiplicity: 1
total charge: +1
LUMO: -3.795 eV
frontier orbital gap: 6.6 eV


[4]
Here is 3 unconnected molecules or ions with the total composition C32H23BFO7 from the OMol25 dataset. Energies are from wB97M-V/def2-TZVPD.

```
64
Properties=species:S:1:pos:R:3
C -3.059 3.228 -0.955
O 7.748 1.928 0.391
C -2.083 1.341 -4.133
O 3.139 -0.054 -1.701
C -0.170 -3.392 2.328
C 5.073 2.916 -1.002
C 4.328 2.039 -2.117
H 6.172 2.959 -1.359
C -1.958 3.359 1.190
H 4.995 3.082 1.219
H -4.898 5.054 1.238
H 5.895 -0.469 1.185
C -1.837 -2.930 0.527
C -3.113 2.728 -2.348
C 0.155 -1.821 -1.077
C -1.942 -4.856 5.308
C 0.138 0.817 -2.532
C -0.521 -2.865 0.990
H 1.006 0.611 -1.915
H -2.945 1.539 -4.761
F 5.393 -0.382 -1.704
H 0.880 -0.315 -4.198
C -0.908 1.597 -2.038
O 0.119 1.878 0.052
C 5.049 2.220 0.449
H -1.105 0.131 -5.615
C -1.154 -1.909 -1.548
C -2.148 -2.461 -0.749
H -2.995 4.463 2.713
C -1.046 0.549 -4.616
C -4.107 4.006 -0.461
C 0.472 -2.304 0.187
O 0.986 -3.386 2.712
C 0.068 0.296 -3.818
C -0.934 -4.389 4.474
O -4.059 -3.539 0.983
H 4.124 1.579 0.654
C -1.247 -3.922 3.196
H -1.697 -5.215 6.303
B 6.442 1.439 0.824
C -2.910 -3.478 1.387
H -1.400 -1.541 -2.539
C -3.010 4.122 1.682
H -4.052 -5.216 5.528
H 0.094 -4.384 4.821
H 4.949 2.152 -3.082
O -4.053 3.013 -3.072
H -4.609 -4.417 3.259
C -1.977 2.914 -0.132
C -3.578 -4.409 3.595
H 7.860 1.705 -0.561
H -4.946 4.262 -1.100
C -3.265 -4.860 4.872
C -2.013 1.872 -2.846
H 0.927 -1.380 -1.694
C -2.568 -3.943 2.751
C -4.081 4.452 0.855
C -0.844 2.114 -0.652
O 6.463 0.210 1.600
H 3.286 2.434 -2.399
H -1.125 3.108 1.838
H 1.494 -2.237 0.547
H -3.166 -2.522 -1.120
C 4.268 0.479 -1.817
```

## Properties
HOMO energy: -0.0744 Eh
multiplicity: 1
total charge: -1
LUMO: 0.720 eV
frontier orbital gap: 2.7 eV


[5]
Here is a molecular structure, C32H23Cl2F6N6O4S4Tl from the OMol25 dataset. Energies are from wB97M-V/def2-TZVPD.

```
78
Properties=species:S:1:pos:R:3
S -0.691 -3.380 -1.932
C -0.738 3.861 3.317
C 0.249 -4.879 -1.421
N 1.219 -0.068 -3.086
F -4.807 -3.124 -1.193
H 2.674 -1.559 -3.278
C 3.854 0.168 -1.373
O -1.873 -0.910 -0.561
H -0.107 -2.751 4.663
C 1.034 0.844 -5.187
H -2.663 1.580 0.167
H 0.147 -4.885 3.270
C 5.497 1.608 -3.177
C -1.306 4.638 4.309
C -4.234 3.714 -1.994
C -2.026 2.067 -1.832
H 6.555 -0.251 -3.418
H 4.243 3.289 -2.697
C 4.930 -0.428 -2.052
C 0.879 -2.542 2.161
F 0.679 -4.778 -0.165
F -0.503 -5.967 -1.533
H -5.107 4.352 -2.027
O 0.263 -2.299 -1.765
C 0.594 0.832 -3.900
H 6.123 2.157 -3.866
H 1.164 -1.519 4.633
N 0.375 -2.025 1.272
H 1.612 -5.141 2.314
S 2.892 -0.798 -0.268
H -4.636 3.075 0.017
S -2.545 -2.163 -0.266
H -3.751 2.517 5.329
C -2.337 2.111 3.769
N -3.454 5.610 6.887
C 1.221 -4.704 3.232
N -0.874 1.315 -2.046
C -0.675 1.790 1.996
C 5.742 0.268 -2.930
H 3.437 -3.364 2.264
O -1.127 -3.652 -3.265
F -4.776 -0.976 -0.918
C -3.961 2.987 -0.824
H -0.914 5.622 4.527
N -1.335 2.427 -3.905
C 0.968 -2.591 4.591
C -2.866 2.155 -0.723
H 0.698 1.444 -6.016
H -1.272 2.716 -4.865
C 3.663 1.529 -1.641
C -4.060 -2.032 -1.307
C -0.237 1.123 1.091
O -3.021 -2.395 1.058
C -3.423 3.621 -3.106
Cl 5.261 -2.118 -1.833
C -2.983 4.961 6.063
C 4.452 2.241 -2.530
S 2.252 -0.341 -5.378
C 2.095 -0.767 -3.731
Cl 2.385 2.405 -0.856
C -2.392 4.151 5.033
C -2.907 2.885 4.762
H 3.540 -3.435 4.032
H 0.104 4.229 2.748
N -1.821 -3.422 -0.845
Tl 0.520 -0.062 -0.516
C 1.529 -3.203 3.302
C 3.039 -2.952 3.191
H 3.262 -1.886 3.216
F 1.308 -5.000 -2.223
H 1.690 -5.200 4.082
F -3.723 -1.871 -2.587
H 1.449 -3.066 5.447
H -3.640 4.167 -4.014
H -2.728 1.126 3.549
C -2.322 2.780 -2.998
C -1.248 2.591 3.037
C -0.516 1.546 -3.282
```

## Properties
energy relative to the best compared isomer or geometry (same formula, charge and spin): 0.0 kcal/mol
HOMO energy: -0.3176 Eh
multiplicity: 1
total charge: 0
LUMO: -0.333 eV
frontier orbital gap: 8.3 eV


[6]
Here is a molecular structure, C32H23Cl3N4OP2Pd from the OMol25 dataset. Energies are from wB97M-V/def2-TZVPD.

```
66
Properties=species:S:1:pos:R:3
H 4.615 4.023 1.326
H 3.860 0.124 -4.852
C -1.939 -2.517 1.964
C -2.962 1.264 0.941
C 3.316 0.308 -3.935
H 1.903 -1.351 -1.335
C 2.814 -2.518 1.818
H -4.192 1.892 4.028
N -1.026 -1.853 2.321
C 3.546 3.861 1.325
C 1.640 2.552 0.659
C -3.371 -2.459 -2.975
P -1.628 0.378 0.139
H -3.762 -3.165 -3.696
C -4.959 2.706 2.198
H 4.406 -2.682 3.246
H 3.295 2.441 -4.203
H -5.530 3.349 0.229
C -3.847 2.029 0.180
H -1.404 -2.433 -3.841
C -4.142 -2.970 1.616
C 2.310 1.853 -2.397
C -3.081 1.216 2.325
H -0.862 2.125 -1.381
C -4.840 2.755 0.813
Pd 0.103 -0.633 1.156
H 0.678 5.225 2.501
H 4.366 -5.517 0.037
C -4.088 1.937 2.953
C 3.018 2.761 0.666
H 3.119 5.608 2.489
O 1.093 -2.431 0.162
C 1.928 0.783 -1.582
C -2.365 -0.663 -1.122
H -5.205 -2.340 -1.865
P 0.939 1.081 -0.109
C 2.705 4.749 1.979
C 3.929 -4.672 0.549
H -5.744 3.268 2.688
N -2.867 -3.308 1.654
C 2.999 1.613 -3.572
C 2.790 -4.079 0.050
H -2.396 0.606 2.902
Cl 2.144 -1.115 2.647
H 3.677 2.069 0.158
C -2.046 -2.045 -3.063
C 1.333 4.536 1.984
H -0.492 -0.876 -2.176
H 3.177 -1.770 -3.413
H -0.270 3.264 1.344
H 2.081 2.873 -2.109
Cl 5.953 -4.914 2.341
Cl 2.096 -4.690 -1.421
C 0.799 3.436 1.333
C 2.145 -2.969 0.658
C -3.686 -1.090 -1.028
H -3.772 2.045 -0.902
N -5.274 -2.741 1.556
C 2.937 -0.754 -3.130
H -4.322 -0.752 -0.221
C 3.956 -3.083 2.349
C -1.537 -1.159 -2.132
C -4.186 -1.992 -1.957
C 2.238 -0.522 -1.951
C 4.509 -4.172 1.706
N -0.620 1.505 -0.617
```

## Properties
energy relative to the best compared isomer or geometry (same formula, charge and spin): 0.0 kcal/mol
HOMO energy: -0.2692 Eh
multiplicity: 1
total charge: 0
LUMO: -1.005 eV
frontier orbital gap: 6.3 eV


| no. | maximum force (eV/A) |
| --- | --- |
| 1 | 0.19 |
| 2 | 1.74 |
| 3 | 0.12 |
| 4 | 4.53 |
| 5 | 0.15 |
| 6 | 0.95 |